Entry one
The following is a DFT calculation (wB97M-V/def2-TZVPD) of a structure of composition C4H8NO2S.

For the HOMO-LUMO gap, the calculation gives 7.08 eV. Its spin multiplicity is 1. The net charge is -1. The value obtained for the LUMO energy is 3.70 eV. The calculation puts the HOMO energy at -3.381 eV.

Last column: Löwdin charge in e.
Element x y z (Å)
C1 -0.89 -0.58 0.49  -0.482
C2 -0.84 -1.75 -0.57  -0.070
C3 2.81 1.74 0.13  -0.565
C4 -2.36 -0.16 0.50  0.059
N1 -3.27 0.45 0.12  -0.135
O1 -4.33 0.78 -0.36  -0.062
O2 -0.31 0.57 0.08  -0.201
S1 2.47 -0.02 -0.17  0.288
H1 -1.69 -1.86 -1.31  0.083
H2 0.21 -1.84 -1.02  0.081
H3 -1.07 -2.66 -0.06  0.037
H4 3.82 1.88 -0.24  -0.006
H5 2.97 1.83 1.15  -0.036
H6 2.05 2.28 -0.25  -0.040
H7 -0.29 -0.89 1.50  0.170
H8 0.73 0.23 0.00  -0.123

=====

Entry two
The following is a DFT calculation (wB97M-V/def2-TZVPD) of a cluster of 2 separate species, C4H8NO2S in total.

For the HOMO-LUMO gap, the calculation gives 4.41 eV. Its spin multiplicity is 1. The net charge is -1. The value obtained for the LUMO energy is 0.26 eV. The calculation puts the HOMO energy at -4.148 eV.

Last column: Löwdin charge in e.
Element x y z (Å)
O1 -2.88 -0.07 0.51  -0.261
C1 -2.17 -0.65 -0.49  -0.385
C2 -0.68 -0.41 -0.26  -0.326
C3 0.26 -1.08 -0.96  0.119
S1 3.41 -0.69 0.13  0.146
N1 -0.40 0.38 0.82  0.127
C4 0.69 1.41 0.64  -0.470
O2 0.53 2.10 -0.44  -0.081
H1 -2.35 -1.78 -0.42  0.123
H2 -2.36 -0.23 -1.50  0.124
H3 1.27 -1.25 -0.59  -0.072
H4 0.10 -1.24 -2.01  0.076
H5 3.62 -0.11 1.32  -0.358
H6 -1.34 0.78 0.98  0.103
H7 0.66 2.00 1.63  0.131
H8 1.65 0.83 0.64  0.005

=====

Which structure above is the least stable one? entry two is the least stable one.